Molecular formula: C40H58N7O7RbSe
Method: DFT, ωB97M-V with the def2-TZVPD basis set

Geometry (Å):
Rb1 1.035 -2.458 0.344
C1 -3.050 4.980 -1.349
C2 -3.634 3.915 -0.410
C3 -4.765 4.562 0.391
C4 -4.233 2.784 -1.260
C5 -2.538 3.349 0.493
C6 -1.428 2.736 -0.087
C7 -0.455 2.130 0.677
Se1 1.009 1.239 -0.223
C8 0.033 0.730 -1.801
C9 0.191 1.541 -2.922
C10 -0.574 1.390 -4.070
C11 -1.540 0.375 -4.042
C12 -1.743 -0.463 -2.960
C13 -0.918 -0.345 -1.771
O1 -1.078 -1.109 -0.767
C14 -2.853 -1.517 -2.974
C15 -3.669 -1.486 -4.271
C16 -2.254 -2.926 -2.843
C17 -3.833 -1.255 -1.817
C18 -0.379 2.339 -5.254
C19 1.058 2.234 -5.784
C20 -1.333 2.028 -6.409
C21 -0.639 3.787 -4.808
C22 -0.485 2.116 2.106
O2 0.447 1.572 2.790
C23 -1.623 2.774 2.694
C24 -2.597 3.348 1.885
C25 -1.735 2.818 4.222
C26 -1.780 1.388 4.780
C27 -2.992 3.545 4.701
C28 -0.521 3.553 4.814
H1 -3.826 5.377 -2.015
H2 -2.255 4.562 -1.970
H3 -2.628 5.807 -0.772
H4 -5.526 4.956 -0.289
H5 -4.392 5.389 1.002
H6 -5.246 3.837 1.052
H7 -5.005 3.172 -1.936
H8 -4.684 2.026 -0.614
H9 -3.466 2.288 -1.859
H10 -1.343 2.692 -1.168
H11 0.920 2.343 -2.853
H12 -2.177 0.253 -4.907
H13 -3.052 -1.714 -5.145
H14 -4.144 -0.512 -4.423
H15 -4.458 -2.241 -4.212
H16 -1.592 -3.138 -3.686
H17 -3.052 -3.678 -2.837
H18 -1.681 -3.014 -1.924
H19 -4.318 -0.283 -1.950
H20 -3.300 -1.255 -0.868
H21 -4.610 -2.028 -1.798
H22 1.259 1.216 -6.124
H23 1.779 2.473 -5.000
H24 1.218 2.922 -6.622
H25 -1.175 1.016 -6.791
H26 -1.165 2.732 -7.229
H27 -2.375 2.116 -6.094
H28 0.025 4.070 -3.990
H29 -1.667 3.892 -4.453
H30 -0.481 4.488 -5.637
H31 -3.445 3.820 2.362
H32 -2.669 0.866 4.414
H33 -1.815 1.405 5.877
H34 -0.894 0.845 4.454
H35 -3.901 3.053 4.346
H36 -3.008 4.585 4.365
H37 -3.013 3.543 5.796
H38 0.395 3.063 4.482
H39 -0.561 3.545 5.910
H40 -0.512 4.594 4.477
C29 4.321 -1.765 3.656
O3 3.173 -1.443 2.920
C30 2.131 -0.858 3.685
C31 1.295 -1.883 4.420
O4 0.530 -2.707 3.559
C32 -0.673 -2.099 3.115
H41 4.666 -0.904 4.244
H42 5.104 -2.042 2.952
H43 4.160 -2.609 4.341
H44 1.516 -0.271 3.005
H45 2.549 -0.145 4.410
H46 0.635 -1.360 5.127
H47 1.936 -2.562 4.990
H48 -1.326 -1.873 3.966
H49 -1.170 -2.821 2.468
H50 -0.507 -1.164 2.564
N1 2.261 -5.558 2.641
C33 3.469 -5.099 2.346
N2 4.509 -5.520 3.098
C34 5.686 -5.070 2.694
N3 6.778 -5.447 3.435
N4 5.919 -4.264 1.657
C35 4.806 -3.864 1.029
N5 3.583 -4.236 1.316
C36 4.984 -2.892 -0.086
C37 6.215 -2.746 -0.713
C38 6.326 -1.844 -1.758
C39 5.215 -1.107 -2.130
C40 4.031 -1.310 -1.433
N6 3.915 -2.181 -0.439
H51 2.183 -6.239 3.372
H52 1.476 -5.393 2.002
H53 6.651 -6.255 4.019
H54 7.667 -5.334 2.981
H55 7.051 -3.340 -0.374
H56 7.269 -1.717 -2.274
H57 5.252 -0.386 -2.936
H58 3.141 -0.738 -1.682
O5 1.057 -4.632 -1.360
N7 1.008 -5.440 -0.421
O6 1.600 -6.521 -0.455
O7 0.325 -5.121 0.603

Forces on atoms 1 to 3 (eV/Å):
0.08 0.56 0.27
0.00 0.01 -0.02
0.00 0.00 0.00

M: 913.4 g/mol
gap between HOMO and LUMO: 4.97 eV
charge: -2
2S+1: 1
LUMO: 0.135 Eh
highest occupied orbital energy: -1.3 eV

Molecular formula: C18H25N5O3
Method: DFT, ωB97M-V with the def2-TZVPD basis set

Geometry (Å):
C1 3.070 4.474 -4.300
C2 2.131 3.425 -4.878
O1 1.874 2.381 -3.936
C3 2.772 1.397 -3.856
O2 3.763 1.328 -4.533
C4 2.374 0.368 -2.813
C5 2.240 1.019 -1.433
C6 1.787 -0.024 -0.408
N1 0.535 -0.614 -0.819
C7 -0.684 -0.424 -0.263
O3 -1.694 -0.851 -0.792
C8 -0.723 0.342 1.055
C9 -2.109 0.278 1.715
C10 -2.264 -0.925 2.607
C11 -3.125 -2.010 2.265
C12 -3.960 -1.994 1.031
N2 -3.252 -3.081 3.014
C13 -2.562 -3.154 4.135
N3 -2.512 -4.103 5.055
C14 -1.667 -3.615 5.965
N4 -1.164 -2.422 5.704
N5 -1.723 -2.111 4.534
C15 -1.564 -0.995 3.793
C16 -0.649 0.035 4.367
C17 0.629 -1.282 -2.103
C18 1.043 -0.294 -3.191
H1 2.662 4.878 -3.377
H2 4.041 4.030 -4.095
H3 3.197 5.281 -5.015
H4 1.152 3.851 -5.103
H5 2.566 2.985 -5.782
H6 3.166 -0.388 -2.788
H7 1.502 1.822 -1.488
H8 3.195 1.445 -1.122
H9 2.537 -0.821 -0.347
H10 1.699 0.437 0.573
H11 0.029 -0.065 1.730
H12 -0.470 1.383 0.839
H13 -2.859 0.257 0.927
H14 -2.265 1.183 2.307
H15 -4.472 -2.948 0.947
H16 -3.340 -1.828 0.152
H17 -4.700 -1.197 1.084
H18 -1.406 -4.151 6.856
H19 0.388 -0.215 4.144
H20 -0.754 0.026 5.451
H21 -0.864 1.027 3.981
H22 1.366 -2.089 -2.025
H23 -0.350 -1.710 -2.327
H24 0.276 0.475 -3.293
H25 1.139 -0.817 -4.143

Forces on atoms 1 to 3 (eV/Å):
-0.20 -0.37 -0.01
0.26 0.34 -0.35
-0.30 0.08 0.20

M: 359.4 g/mol
gap between HOMO and LUMO: 9.32 eV
2S+1: 1
energy relative to the best compared isomer or geometry (same formula, charge and spin): 88.7 kJ/mol
LUMO: 0.013 Eh
highest occupied orbital energy: -9.0 eV

Molecular formula: CO
Method: DFT, ωB97M-V with the def2-TZVPD basis set

Geometry (Å):
C1 0.000 0.000 -0.541
O1 0.000 0.000 0.541

Forces on the atoms, in the same order (eV/Å):
0.00 0.00 -6.21
0.00 0.00 6.21

M: 28.0 g/mol
gap between HOMO and LUMO: 14.57 eV
2S+1: 1
energy relative to the best compared isomer or geometry (same formula, charge and spin): 12.1 kJ/mol
LUMO: 0.052 Eh
highest occupied orbital energy: -13.2 eV

Molecular formula: C14H14ClN5O3
Method: DFT, ωB97M-V with the def2-TZVPD basis set

Geometry (Å):
O1 1.149 4.356 -1.236
N1 0.093 4.954 -1.050
O2 -0.102 6.123 -1.338
C1 -0.947 4.242 -0.392
C2 -1.909 4.891 0.387
C3 -2.977 4.199 1.000
C4 -3.014 2.808 0.961
Cl1 -4.391 2.115 1.681
C5 -1.994 2.084 0.329
O3 -2.141 0.698 0.306
C6 -1.042 -0.121 -0.095
C7 -1.446 -1.561 -0.306
C8 -0.252 -2.327 -0.841
N2 0.903 -2.193 0.114
C9 1.924 -3.177 0.154
N3 1.755 -4.251 -0.629
C10 2.774 -5.100 -0.716
C11 3.965 -4.915 0.021
N4 4.076 -3.824 0.832
N5 3.045 -3.001 0.926
C12 1.295 -0.794 0.379
C13 0.086 -0.066 0.933
C14 -1.015 2.819 -0.381
H1 -1.856 5.952 0.511
H2 -3.770 4.690 1.538
H3 -0.686 0.240 -1.074
H4 -2.297 -1.641 -1.014
H5 -1.766 -1.990 0.622
H6 0.040 -1.969 -1.801
H7 -0.548 -3.386 -0.928
H8 2.613 -5.947 -1.392
H9 4.801 -5.601 -0.072
H10 2.086 -0.703 1.125
H11 1.647 -0.352 -0.577
H12 0.383 0.958 1.147
H13 -0.202 -0.546 1.865
H14 -0.277 2.337 -0.989

Forces on atoms 1 to 3 (eV/Å):
-0.56 0.19 -0.13
1.34 0.48 -0.27
-0.06 -0.41 0.07

M: 335.8 g/mol
gap between HOMO and LUMO: 8.13 eV
2S+1: 1
energy relative to the best compared isomer or geometry (same formula, charge and spin): 0.0 kJ/mol
LUMO: -0.030 Eh
highest occupied orbital energy: -8.9 eV